Formula: C20H30BCl42NO7S
Source: the Open Molecules 2025 dataset
Level of theory: the ωB97M-V functional and the def2-TZVPD basis

Geometry as XYZ:
```
102
C20H30BCl42NO7S | the Open Molecules 2025 dataset | the ωB97M-V functional and the def2-TZVPD basis
C -1.695 -1.052 3.496
O -2.531 -0.985 4.739
B -2.905 -2.392 4.984
O -3.535 -3.114 3.826
O -2.771 -3.135 6.252
S -1.146 -3.466 6.647
O -0.162 -2.446 5.961
O -0.634 -4.995 6.011
O -0.664 -4.987 4.708
C -1.667 -6.055 4.382
C -1.812 -6.349 2.776
N -1.892 -5.016 2.065
C -0.845 -4.856 0.986
C -1.474 -4.182 -0.395
C -1.071 -5.134 -1.684
O -0.862 -2.856 -0.622
H -0.896 -0.191 3.437
H -1.142 -2.108 3.549
H -2.369 -1.118 2.513
H -4.513 -3.159 4.097
H -1.239 -7.034 4.901
H -2.691 -5.708 4.851
H -0.902 -7.013 2.458
H -2.857 -6.900 2.603
H -2.849 -5.005 1.608
H 0.007 -4.148 1.425
H -0.352 -5.870 0.661
H -2.651 -4.106 -0.383
H 0.115 -5.257 -1.663
H -1.616 -6.184 -1.653
H -1.369 -4.541 -2.661
H 0.127 -3.010 -0.543
C 0.739 -0.073 -2.338
Cl 1.776 0.806 -1.201
Cl -0.522 0.993 -2.981
Cl 1.704 -0.761 -3.655
H 0.256 -0.892 -1.800
C 4.688 2.033 -3.484
Cl 5.725 2.912 -2.347
Cl 3.427 3.098 -4.127
Cl 5.653 1.345 -4.801
H 4.205 1.213 -2.946
C 3.556 3.810 1.032
Cl 3.082 2.105 1.106
Cl 3.342 4.445 -0.608
Cl 2.623 4.766 2.196
H 4.614 3.886 1.295
C 9.465 3.300 -1.911
Cl 9.804 5.038 -1.982
Cl 10.072 2.488 -3.363
Cl 10.178 2.587 -0.454
H 8.381 3.162 -1.866
C -3.359 -9.824 4.719
Cl -1.972 -8.860 5.257
Cl -4.348 -10.318 6.104
Cl -4.333 -8.914 3.552
H -2.982 -10.724 4.226
C 10.007 0.161 -6.626
Cl 11.411 0.144 -7.706
Cl 8.775 1.286 -7.225
Cl 9.332 -1.468 -6.458
H 10.334 0.502 -5.641
C -2.066 4.097 -0.479
Cl -2.472 5.339 0.718
Cl -0.320 4.065 -0.774
Cl -2.636 2.507 0.057
H -2.570 4.345 -1.417
C -3.442 7.677 3.938
Cl -3.916 5.971 4.012
Cl -3.656 8.311 2.298
Cl -4.375 8.633 5.102
H -2.384 7.752 4.201
C -3.687 -6.741 -4.420
Cl -2.970 -5.190 -4.887
Cl -2.555 -8.068 -4.730
Cl -4.164 -6.716 -2.714
H -4.582 -6.903 -5.026
C 12.154 2.277 -11.015
Cl 10.488 2.880 -11.057
Cl 12.577 1.508 -12.554
Cl 13.282 3.593 -10.646
H 12.229 1.527 -10.223
C -7.133 -5.425 3.899
Cl -6.794 -3.687 3.827
Cl -6.526 -6.238 2.446
Cl -6.420 -6.139 5.355
H -8.217 -5.563 3.943
C -3.849 12.425 3.744
Cl -5.465 13.132 3.908
Cl -3.443 12.189 2.035
Cl -2.638 13.449 4.535
H -3.848 11.449 4.236
C 2.234 -1.941 -7.556
Cl 0.618 -1.234 -7.392
Cl 2.639 -2.177 -9.265
Cl 3.444 -0.918 -6.765
H 2.234 -2.918 -7.064
C -9.218 14.121 4.832
Cl -10.674 13.154 4.539
Cl -9.416 15.756 4.180
Cl -8.851 14.182 6.564
H -8.379 13.644 4.319
```

The calculation puts the HOMO energy at -0.333 Ha. The strongest force on any atom is 5.87 eV/Å. The electronic energy is -574495.3735 eV.


Formula: C16H13N5O3S
Source: the Open Molecules 2025 dataset
Level of theory: the ωB97M-V functional and the def2-TZVPD basis

Geometry as XYZ:
```
38
C16H13N5O3S | the Open Molecules 2025 dataset | the ωB97M-V functional and the def2-TZVPD basis
O 2.924 -3.992 -0.479
C 2.234 -3.002 -0.505
N 0.905 -2.904 -0.681
C -0.018 -3.941 -0.867
C -1.357 -3.583 -1.000
C -2.321 -4.555 -1.185
C -1.961 -5.891 -1.240
C -0.629 -6.247 -1.109
C 0.346 -5.283 -0.923
N 2.880 -1.749 -0.329
C 2.354 -0.507 -0.318
N 1.104 -0.209 -0.485
N 0.848 1.092 -0.434
C 1.867 1.833 -0.228
C 1.847 3.320 -0.144
C 0.552 3.791 0.460
C 0.514 4.259 1.769
C -0.679 4.670 2.332
C -1.841 4.606 1.575
N -3.089 5.036 2.156
O -4.081 4.982 1.461
O -3.070 5.428 3.303
C -1.821 4.135 0.268
C -0.623 3.730 -0.283
S 3.370 0.913 -0.063
H 0.518 -1.960 -0.668
H -1.635 -2.539 -0.956
H -3.357 -4.268 -1.286
H -2.714 -6.650 -1.384
H -0.341 -7.287 -1.151
H 1.381 -5.561 -0.820
H 3.878 -1.839 -0.191
H 1.954 3.726 -1.155
H 2.699 3.656 0.449
H 1.422 4.305 2.352
H -0.726 5.039 3.345
H -2.742 4.093 -0.293
H -0.593 3.353 -1.293
```

The calculation puts the relative energy (zero: lowest compared OMol25 entry of this formula, charge and spin) at 0.00 kJ/mol. The calculation puts the HOMO energy at -0.315 Ha. The strongest force on any atom is 1.47 eV/Å. The electronic energy is -41229.1726 eV. As for the SMILES: O=C(Nc1ccccc1)Nc1nnc(Cc2ccc([N+](=O)[O-])cc2)s1.


Formula: C8H13N2
Source: the Open Molecules 2025 dataset
Level of theory: the ωB97M-V functional and the def2-TZVPD basis

Geometry as XYZ:
```
23
C8H13N2 | the Open Molecules 2025 dataset | the ωB97M-V functional and the def2-TZVPD basis
C 1.229 -2.069 -2.284
C 2.051 -0.239 2.120
C 2.638 -1.129 1.258
C 0.132 -2.234 -2.716
C 1.480 -0.477 0.831
C 0.059 2.347 0.252
C -2.602 -0.202 0.107
C -0.505 0.950 0.457
N 0.583 -0.086 0.050
N -1.556 0.739 -0.429
H 2.229 -2.182 -1.906
H 3.367 -1.898 1.197
H -0.902 -2.172 -2.931
H -0.571 3.007 0.642
H 1.029 2.445 0.694
H 0.180 2.378 -0.852
H -2.819 -0.064 1.160
H -3.505 0.009 -0.545
H -2.328 -1.250 -0.181
H -0.822 0.805 1.464
H 0.237 -0.469 -0.758
H -1.883 1.580 -0.728
H 2.280 0.211 3.099
```

The calculation puts the relative energy (zero: lowest compared OMol25 entry of this formula, charge and spin) at 632.98 kJ/mol. The calculation puts the HOMO energy at -0.494 Ha. The strongest force on any atom is 5.14 eV/Å. The electronic energy is -11474.9277 eV. The total charge is +1.


Formula: C5H6NOS2
Source: the Open Molecules 2025 dataset
Level of theory: the ωB97M-V functional and the def2-TZVPD basis

Geometry as XYZ:
```
15
C5H6NOS2 | the Open Molecules 2025 dataset | the ωB97M-V functional and the def2-TZVPD basis
C -0.900 1.868 -0.695
C -1.559 1.477 -1.807
C -0.469 -0.352 -0.567
C 0.218 1.080 1.252
C 1.196 -2.248 0.274
N -0.315 0.808 0.092
O 1.580 -3.256 1.004
S -1.457 -0.240 -2.022
S -0.534 -1.860 0.278
H -0.725 2.927 -0.315
H -2.068 1.964 -2.605
H 0.887 0.352 1.605
H -0.137 1.924 1.873
H 1.929 -1.462 0.129
H 2.355 -2.981 1.506
```

The calculation puts the relative energy (zero: lowest compared OMol25 entry of this formula, charge and spin) at 0.80 kJ/mol. The calculation puts the HOMO energy (spin up / spin down) at -0.433 / -0.407 Ha. The strongest force on any atom is 3.32 eV/Å. The electronic energy is -30479.2059 eV. The total charge is +1.


Formula: C4H9BO2
Source: the Open Molecules 2025 dataset
Level of theory: the ωB97M-V functional and the def2-TZVPD basis

Geometry as XYZ:
```
16
C4H9BO2 | the Open Molecules 2025 dataset | the ωB97M-V functional and the def2-TZVPD basis
B 3.005 0.660 0.122
C -1.262 0.361 -0.431
C -0.651 -0.779 -0.093
C -2.689 0.703 0.096
C 0.670 -1.125 -0.647
O 3.947 -0.305 -0.083
O 1.687 0.602 0.110
H 3.297 1.964 0.413
H -0.679 1.039 -1.179
H -1.243 -1.620 0.462
H -2.961 1.556 0.681
H -3.383 0.792 -0.737
H -3.031 -0.163 0.621
H 0.784 -0.997 -1.744
H 1.320 -1.868 -0.207
H 4.833 -0.278 0.314
```

The calculation puts the relative energy (zero: lowest compared OMol25 entry of this formula, charge and spin) at 375.02 kJ/mol. The calculation puts the HOMO energy (spin up / spin down) at -0.328 / -0.327 Ha. The strongest force on any atom is 3.69 eV/Å. The electronic energy is -9063.6827 eV.


Formula: C6H8LaOP
Source: the Open Molecules 2025 dataset
Level of theory: the ωB97M-V functional and the def2-TZVPD basis

Geometry as XYZ:
```
17
C6H8LaOP | the Open Molecules 2025 dataset | the ωB97M-V functional and the def2-TZVPD basis
C -1.280 -0.892 -0.663
C -1.242 -2.185 0.031
C -1.727 -2.022 1.366
C -2.050 -0.651 1.560
C -1.767 0.095 0.334
La 1.018 0.125 0.209
P 2.118 1.863 -1.677
H -0.935 -0.634 -1.709
H -0.813 -3.101 -0.409
H -1.670 -2.773 2.155
H -1.949 1.175 0.125
H -2.401 -0.194 2.491
H 1.221 2.907 -2.092
H 1.887 1.107 -2.900
H 3.379 2.498 -2.041
O 3.586 1.471 1.919
C 2.625 1.211 1.301
```

The calculation puts the HOMO energy (spin up / spin down) at -0.214 / -0.214 Ha. The strongest force on any atom is 3.89 eV/Å. The electronic energy is -18541.8600 eV.